# C3H8N3O

The ion C3H8N3O with charge +1 in a non-equilibrium geometry (ωB97M-V/def2-TZVPD, the Open Molecules 2025 dataset).

Each line ends with the Löwdin charge.
Geometry (Å):
H (-2.810, 0.416, -0.190)  0.093
N (-2.108, 0.104, 0.474)  0.222
C (-0.949, -0.223, 0.257)  -0.429
C (-0.211, -0.968, 1.268)  -0.123
O (1.179, -0.891, 1.045)  -0.071
C (1.317, -0.771, -0.350)  -0.033
N (0.011, 0.092, -0.715)  -0.055
N (0.254, 1.459, -0.951)  0.209
H (-0.390, -0.699, 2.257)  0.129
H (-0.469, -2.067, 1.171)  0.173
H (1.171, -1.691, -0.798)  0.118
H (2.152, -0.127, -0.561)  0.134
H (0.885, 1.873, -0.207)  0.206
H (-0.718, 1.937, -0.801)  0.226
H (0.686, 1.556, -1.898)  0.204

total charge: +1
E: -9748.4372 eV
relative energy (zero: lowest compared OMol25 entry of this formula, charge and spin): 92.9 kcal/mol
HOMO level: -14.26 eV
SMILES string: [H]/N=C1/COCN1[NH3+]
frontier orbital gap: 10.100 eV



# C3H8N3O2

A structure of composition C3H8N3O2 in a non-equilibrium geometry (ωB97M-V/def2-TZVPD, the Open Molecules 2025 dataset).

Each line ends with the Löwdin charge.
Geometry (Å):
C (0.574, 0.781, 1.741)  0.006
C (0.906, 0.601, 0.390)  -0.076
C (-1.289, -0.444, -0.898)  -0.159
N (1.952, 1.125, -0.167)  0.203
N (-0.375, 0.249, 2.520)  -0.316
N (0.089, -0.784, -0.607)  0.033
O (-1.093, -0.647, 1.963)  0.175
O (-0.501, 0.637, 3.644)  0.175
H (1.069, 1.624, 2.297)  0.173
H (-1.818, -0.896, -0.119)  0.033
H (-1.545, 0.612, -1.070)  0.102
H (-1.487, -1.150, -1.733)  0.114
H (2.693, 1.546, 0.369)  0.148
H (2.138, 1.171, -1.118)  0.113
H (-1.806, -1.013, 2.485)  0.180
H (0.623, -0.708, -1.514)  0.100

total charge: +1
E: -11793.1062 eV
relative energy (zero: lowest compared OMol25 entry of this formula, charge and spin): 147.5 kcal/mol
HOMO level (spin up / spin down): -14.10 / -14.10 eV
frontier orbital gap (spin up / spin down): 8.567 / 8.567 eV



# C3H8N3OS

The ion C3H8N3OS with charge +1 in a non-equilibrium geometry (ωB97M-V/def2-TZVPD, the Open Molecules 2025 dataset).

Each line ends with the Löwdin charge.
Geometry (Å):
C (-0.124, -2.129, 0.118)  0.003
O (-0.581, -1.615, -1.132)  0.033
C (-0.652, -0.328, -1.341)  -0.373
N (-1.157, 0.055, -2.505)  0.264
N (0.022, 0.548, -0.563)  0.165
N (-0.240, 1.090, 0.529)  0.052
C (0.372, 1.871, 1.462)  -0.478
S (2.027, 2.860, 1.820)  0.699
H (0.784, -1.618, 0.444)  0.100
H (0.085, -3.182, -0.061)  0.113
H (-0.905, -2.030, 0.875)  0.112
H (-1.232, 1.025, -2.763)  0.148
H (-1.429, -0.657, -3.167)  0.153
H (-0.337, 2.685, 1.659)  0.092
H (0.351, 1.269, 2.382)  0.097
H (2.788, 2.445, 0.808)  -0.179

total charge: +1
E: -20583.7118 eV
relative energy (zero: lowest compared OMol25 entry of this formula, charge and spin): 67.1 kcal/mol
HOMO level: -12.86 eV
SMILES string: COC(=[NH2+])/N=N/CS
frontier orbital gap: 7.806 eV



Q: What is the E in the third record?
A: -20583.7118 eV